Entry 1:
Below is a cluster of 10 separate species, C35H85O30P5 in total at a distorted geometry, with properties calculated with ωB97M-V/def2-TZVPD.

The calculation puts the molar mass at 1140.90 Da. The structure (SMILES) is COP(=O)(OC)OC.COP(=O)(OC)OC.COP(=O)(OC)OC.COP(=O)(OC)OC.COP(=O)(OC)OC.CCOC(C)=O.CCOC(C)=O.CCOC(C)=O.CCOC(C)=O.CCOC(C)=O. As for the spin multiplicity: 1. The value obtained for the HOMO energy is -10.0 eV. The value obtained for the total energy is -145548.55512 eV. For the largest force on an atom, the calculation gives 6.2 eV/A.

Geometry as XYZ:
```
155
Properties=species:S:1:pos:R:3:forces:R:3
C -0.189 -8.985 -1.118 -0.15 0.42 0.27
O 0.425 -7.722 -0.775 0.68 1.45 -0.44
P -0.029 -6.319 -1.476 0.85 -1.07 -0.40
O 0.608 -5.030 -1.067 -0.78 -2.18 -0.24
O 0.128 -6.665 -3.079 -0.47 -0.73 3.53
C -0.290 -5.693 -3.987 0.99 1.09 -1.14
O -1.574 -6.471 -1.151 -1.02 1.25 -0.53
C -2.084 -5.967 0.090 0.08 -0.89 1.21
H -1.119 -8.817 -1.662 0.40 -0.14 -0.60
H -0.532 -9.503 -0.222 0.44 0.22 0.35
H 0.589 -9.579 -1.597 -0.47 -0.02 -0.33
H 0.606 -5.502 -4.576 -0.24 -0.03 -0.63
H -0.457 -4.717 -3.530 -0.64 -0.11 0.18
H -1.100 -6.076 -4.607 -0.06 0.27 0.17
H -2.107 -6.785 0.810 0.34 -0.36 0.00
H -3.140 -5.697 0.079 0.23 0.52 -0.89
H -1.434 -5.221 0.548 -0.18 0.31 -0.47
C -2.897 -1.613 -2.973 -0.52 -0.59 -1.31
O -2.482 -0.949 -4.197 -0.49 0.72 -0.57
P -3.572 -0.313 -5.175 -0.33 0.94 0.84
O -4.562 -1.237 -5.792 1.04 1.40 0.83
O -2.577 0.436 -6.234 -0.75 -0.29 2.27
C -3.023 0.781 -7.494 0.02 -1.13 -3.24
O -4.207 0.939 -4.193 1.61 -4.00 -0.71
C -4.592 2.119 -4.831 -0.25 -0.69 -0.78
H -3.887 -2.021 -3.179 -0.34 0.24 0.47
H -2.875 -0.918 -2.134 0.21 -0.29 -0.09
H -2.277 -2.508 -2.918 0.39 0.48 0.59
H -3.836 0.153 -7.858 -0.76 0.34 0.63
H -2.305 0.441 -8.241 0.81 0.02 0.26
H -3.153 1.821 -7.793 -0.30 0.28 1.12
H -3.701 2.744 -4.776 -0.71 0.92 -0.08
H -5.538 2.381 -4.356 0.40 0.93 0.04
H -4.827 1.852 -5.861 -0.09 0.66 -0.30
C 1.956 3.476 1.038 -1.29 0.29 -1.58
O 3.073 4.050 1.662 0.57 0.29 0.59
P 2.995 4.744 3.081 1.65 0.18 1.61
O 1.672 4.813 3.720 0.58 -0.45 -0.38
O 3.695 6.205 2.916 -0.27 -0.16 -1.25
C 3.040 7.242 2.082 -1.37 0.46 0.98
O 4.208 3.898 3.926 -1.50 3.31 -0.98
C 3.974 2.532 4.101 -0.43 -1.03 -0.66
H 1.495 2.629 1.546 0.38 0.02 0.20
H 2.239 3.227 0.015 0.40 -0.51 0.25
H 1.190 4.229 0.848 -0.24 0.12 0.53
H 2.483 7.940 2.707 -0.19 -0.53 0.83
H 2.264 6.900 1.397 0.39 -0.74 -0.07
H 3.610 8.013 1.564 1.43 -1.14 -0.13
H 4.686 2.066 4.781 0.14 0.49 0.10
H 4.113 2.073 3.122 -0.24 -0.52 0.03
H 2.967 2.350 4.476 -0.06 -0.17 -0.02
C -5.929 -0.236 0.236 -0.27 -0.86 -0.02
O -7.394 -0.172 0.185 1.66 -0.43 0.10
P -8.266 0.161 1.470 0.53 -1.48 1.39
O -9.112 -0.943 1.969 0.68 0.78 -0.57
O -7.223 0.720 2.594 -0.88 0.41 -1.07
C -7.397 2.022 3.141 -0.31 1.27 1.36
O -9.003 1.425 0.972 -1.35 1.71 -0.37
C -10.113 1.353 0.053 0.26 0.10 -0.72
H -5.537 -1.105 -0.291 -0.71 -0.27 -0.35
H -5.602 -0.423 1.259 0.09 0.78 -0.03
H -5.473 0.605 -0.287 -0.28 0.37 0.56
H -8.405 2.259 3.481 -0.43 -0.59 -0.38
H -7.114 2.899 2.559 0.27 -0.57 -0.86
H -6.843 2.159 4.069 0.51 -0.78 -0.14
H -10.080 2.171 -0.666 0.41 0.45 0.45
H -11.076 1.426 0.559 0.24 -0.46 0.18
H -9.998 0.495 -0.610 -0.34 -0.42 0.48
C -2.061 2.883 0.442 -0.96 -0.19 -0.73
O -2.330 3.761 1.563 0.54 -0.11 -0.48
P -2.366 3.153 3.008 0.27 1.21 1.01
O -3.184 1.939 3.152 0.55 0.08 0.28
O -0.809 3.074 3.440 -3.58 0.86 -1.47
C -0.296 1.908 3.992 2.03 0.59 0.61
O -2.848 4.468 3.843 0.02 -1.10 -0.33
C -3.179 4.322 5.224 -0.60 0.50 1.09
H -2.974 2.893 -0.153 0.02 0.14 -0.14
H -1.920 1.824 0.659 0.23 0.14 0.74
H -1.247 3.202 -0.209 0.12 0.41 0.52
H 0.521 2.473 4.441 0.97 -1.46 0.67
H 0.064 1.274 3.182 -0.06 -0.52 0.37
H -0.887 1.431 4.774 -0.28 -0.11 -0.36
H -2.862 3.412 5.735 0.26 -0.21 -0.54
H -4.241 4.437 5.441 -0.41 -0.51 -0.83
H -2.837 5.152 5.842 0.95 0.18 -0.57
C 7.470 4.006 2.479 -2.03 -0.02 0.17
C 6.457 3.508 1.423 -0.74 2.07 -0.87
O 6.788 2.247 0.939 -0.35 -3.27 -2.38
C 5.922 1.447 0.066 -1.66 0.91 1.93
C 6.535 0.143 -0.414 1.04 1.67 1.61
O 4.762 1.723 -0.170 1.61 0.64 0.38
H 8.495 4.241 2.190 -0.03 -0.98 -0.25
H 7.280 3.341 3.322 1.05 -0.05 0.24
H 7.119 4.976 2.833 -0.39 0.10 -0.03
H 5.394 3.562 1.660 0.15 -0.50 1.28
H 6.365 4.249 0.629 0.84 0.03 -0.78
H 7.303 -0.029 0.340 0.57 -0.25 -0.50
H 6.951 0.500 -1.356 0.25 -1.01 -0.28
H 5.892 -0.737 -0.413 -0.32 0.71 -0.53
C -2.122 -1.183 1.089 -0.05 -1.67 0.80
C -1.093 -2.295 0.781 -0.12 2.80 -2.73
O 0.142 -1.545 0.722 2.11 0.09 1.69
C 0.688 -1.046 -0.405 -0.47 -0.85 -1.96
C 2.105 -0.368 -0.281 -1.45 -1.36 0.53
O 0.174 -1.255 -1.510 0.69 0.68 1.77
H -2.951 -1.785 1.463 -0.81 0.71 -0.08
H -2.387 -0.472 0.307 0.10 -0.47 -0.24
H -1.736 -0.610 1.932 -0.12 0.04 0.01
H -1.194 -3.122 1.483 1.03 0.34 0.24
H -1.123 -2.647 -0.250 -0.88 -0.56 0.06
H 2.510 -0.446 0.728 -0.24 0.20 0.06
H 2.137 0.657 -0.650 -0.22 -0.29 -0.03
H 2.690 -1.045 -0.903 0.29 0.37 -0.24
C 4.217 -4.292 -0.817 -1.65 0.23 0.12
C 3.443 -4.102 -2.109 -0.41 -0.96 1.04
O 4.347 -3.825 -3.107 2.12 0.82 -2.21
C 5.105 -2.674 -3.123 -1.75 -1.84 -3.59
C 5.746 -2.517 -4.468 1.12 -1.97 -0.88
O 5.099 -1.796 -2.358 -0.23 1.99 3.27
H 5.031 -5.015 -0.867 0.28 0.47 -0.57
H 3.513 -4.792 -0.153 -0.03 0.66 0.67
H 4.471 -3.256 -0.593 0.55 -0.51 1.08
H 2.915 -5.028 -2.337 0.21 -0.02 -0.52
H 2.668 -3.336 -2.147 0.00 0.23 0.79
H 5.567 -3.430 -5.037 -0.29 0.07 -0.17
H 6.830 -2.564 -4.360 0.13 0.58 0.16
H 5.462 -1.679 -5.105 -0.18 0.21 0.70
C -1.404 -2.757 4.617 0.87 0.49 0.47
C -0.197 -1.975 4.044 -0.13 -1.18 0.29
O 0.806 -1.753 5.055 0.24 1.20 0.04
C 1.965 -1.104 4.815 1.69 1.11 -3.88
C 2.795 -1.108 6.081 -0.22 1.12 0.70
O 2.376 -0.582 3.694 -2.52 -2.45 5.11
H -2.279 -2.129 4.783 -0.16 -0.12 -0.72
H -1.233 -3.142 5.622 0.50 -0.36 -0.16
H -1.482 -3.569 3.894 -1.00 -0.09 0.40
H 0.298 -2.687 3.384 -0.08 0.68 -0.70
H -0.614 -1.087 3.569 0.95 0.17 -0.05
H 3.102 -2.047 6.541 0.27 -0.35 -0.99
H 2.203 -0.746 6.922 -0.55 0.36 -0.20
H 3.596 -0.373 6.005 0.24 -0.48 -0.25
C 3.977 1.271 -3.913 1.27 0.35 -0.27
C 2.936 2.075 -3.159 0.67 0.22 -0.67
O 1.786 1.758 -3.925 -2.99 -0.31 1.48
C 0.522 1.965 -3.371 0.26 0.04 -3.29
C -0.524 1.849 -4.483 0.63 0.06 0.71
O 0.252 2.342 -2.288 0.60 0.32 2.19
H 4.991 1.346 -3.520 -0.03 0.23 0.27
H 4.013 1.673 -4.925 0.04 0.03 -0.10
H 3.809 0.202 -4.041 -0.60 0.06 0.51
H 2.927 1.964 -2.075 -0.51 -0.67 -0.15
H 3.034 3.148 -3.325 0.68 0.16 0.09
H -0.227 2.593 -5.223 0.07 -0.44 -0.44
H -1.502 2.167 -4.123 0.11 -0.34 0.27
H -0.544 0.819 -4.838 -0.05 0.33 -0.35
```
Positions in Å, forces in eV/Å.



Entry 2:
Below is a structure of composition C5H8P2 at a distorted geometry, with properties calculated with ωB97M-V/def2-TZVPD.

The calculation puts the molar mass at 130.07 Da. As for the spin multiplicity: 1. The value obtained for the HOMO energy is -7.0 eV. The value obtained for the total energy is -23884.72121 eV. For the largest force on an atom, the calculation gives 7.1 eV/A.

Geometry as XYZ:
```
15
Properties=species:S:1:pos:R:3:forces:R:3
C 1.359 0.691 0.713 0.94 -1.80 -0.64
C 1.748 -0.401 -0.003 -0.43 -0.93 -0.14
C 0.068 0.414 1.203 -1.03 0.12 1.14
C 0.637 -1.436 -0.227 0.46 0.37 -2.73
C -0.576 -0.630 0.203 0.65 1.55 2.04
P -1.451 2.587 0.142 1.43 4.65 1.89
P -1.367 0.830 -0.565 -0.49 -4.99 -5.01
H 2.070 1.329 1.199 0.07 0.75 -0.26
H 2.729 -0.691 -0.345 0.49 0.23 0.35
H 0.624 -1.794 -1.295 -0.01 0.68 0.47
H 0.789 -2.434 0.228 -0.19 0.86 0.80
H -1.239 -1.109 0.886 -0.94 -0.82 -0.16
H -0.254 2.566 -0.756 -0.97 1.27 1.34
H -2.574 0.372 -1.169 0.03 -0.36 0.53
H -0.750 1.169 -1.814 0.00 -1.58 0.39
```
Positions in Å, forces in eV/Å.



Which relative energy (zero: lowest compared OMol25 entry of this formula, charge and spin) belongs to each record? In order, 776.30; 564.48 kJ/mol.
Which Kohn-Sham gap belongs to each record? In order, 10.373; 6.628 eV.